Entry 1:
A cluster of 9 separate species, H18O9 in total. Source: OMol25; level of theory: the ωB97M-V functional and the def2-TZVPD basis.

Each line ends with the Löwdin charge.
Positions of all 27 atoms, in Å:
O  2.10  -3.83  -1.70  -0.058
H  2.04  -3.80  -2.65  0.015
H  1.93  -2.92  -1.47  -0.050
O  1.89  1.12  -0.05  -0.050
H  2.57  1.74  0.22  0.060
H  1.42  0.92  0.76  -0.026
O  0.83  0.33  2.33  -0.057
H  0.27  -0.11  1.66  -0.002
H  1.62  -0.21  2.40  0.058
O  0.12  -2.64  2.07  -0.038
H  -0.43  -2.20  1.39  0.018
H  -0.29  -2.50  2.89  0.012
O  1.76  -1.28  -1.33  -0.033
H  1.44  -1.15  -2.23  0.074
H  2.10  -0.45  -1.02  0.018
O  -0.68  -0.54  0.08  -0.049
H  -1.20  -0.13  -0.62  0.023
H  0.07  -0.91  -0.40  0.021
O  -3.23  1.54  0.81  0.003
H  -3.91  2.16  0.61  0.040
H  -2.89  1.12  0.05  -0.015
O  -0.68  2.87  1.28  -0.021
H  -0.41  3.32  0.51  0.009
H  -1.39  2.32  0.97  -0.034
O  -1.71  1.41  -1.94  -0.055
H  -1.55  1.45  -2.89  0.054
H  -1.78  2.38  -1.72  0.084

As for the spin multiplicity: 1. The relative energy (zero: lowest compared OMol25 entry of this formula, charge and spin) is 220.48 kJ/mol. The calculation puts the max |F| at 2.36 eV Å⁻¹. Its SMILES is O.O.O.O.O.O.O.O.O.

=====

Entry 2:
A structure of composition H18O9. Source: OMol25; level of theory: the ωB97M-V functional and the def2-TZVPD basis.

Each line ends with the Löwdin charge.
Positions of all 27 atoms, in Å:
O  16.29  19.85  -7.06  0.014
H  15.85  20.37  -6.39  -0.157
H  16.44  20.45  -7.78  0.069
O  15.42  21.36  -5.98  0.083
H  14.97  22.14  -5.63  0.203
H  16.25  21.70  -6.30  0.187
O  14.62  18.19  -5.41  -0.074
H  15.19  18.94  -5.28  -0.287
H  14.27  18.31  -6.30  0.056
O  13.61  20.47  -6.38  -0.002
H  14.51  20.72  -6.15  -0.199
H  13.30  21.18  -6.94  0.058
O  15.78  19.57  -4.72  0.058
H  16.60  19.64  -4.23  0.079
H  15.66  20.44  -5.11  -0.030
O  15.13  17.75  -3.39  -0.080
H  15.11  18.43  -4.07  -0.053
H  14.23  17.42  -3.36  0.074
O  15.72  19.47  -1.88  -0.043
H  16.42  20.10  -1.71  -0.008
H  16.05  18.93  -2.60  -0.006
O  17.38  20.69  -3.13  -0.028
H  17.32  20.74  -2.18  0.096
H  16.98  21.50  -3.44  0.119
O  18.77  19.25  -3.80  -0.042
H  18.65  18.59  -4.49  0.049
H  17.96  19.75  -3.81  -0.135

As for the spin multiplicity: 1. The relative energy (zero: lowest compared OMol25 entry of this formula, charge and spin) is 1657.64 kJ/mol. The calculation puts the max |F| at 14.97 eV Å⁻¹.

=====

Entry 3:
A cluster of 9 separate species, H18O9 in total. Source: OMol25; level of theory: the ωB97M-V functional and the def2-TZVPD basis.

Each line ends with the Löwdin charge.
Positions of all 27 atoms, in Å:
O  8.60  8.82  6.44  -0.067
H  8.86  7.88  6.29  0.035
H  9.38  9.36  6.32  0.074
O  6.38  6.48  6.03  -0.062
H  6.07  7.41  5.90  0.042
H  6.16  6.42  6.96  0.027
O  8.15  9.29  3.67  -0.054
H  8.99  9.17  3.28  0.036
H  8.11  8.93  4.58  0.017
O  9.05  6.04  5.91  -0.053
H  9.21  5.45  6.65  0.007
H  8.21  5.80  5.59  0.002
O  8.90  4.90  8.46  -0.057
H  8.70  5.75  8.87  0.007
H  9.74  4.71  8.90  0.051
O  5.39  8.43  8.02  -0.055
H  5.41  9.35  7.74  0.008
H  4.44  8.28  7.95  0.061
O  7.99  7.57  9.11  -0.089
H  8.40  8.16  8.43  0.027
H  7.02  7.84  9.08  0.050
O  5.69  9.68  4.38  -0.057
H  6.34  9.77  3.68  0.013
H  4.89  9.29  3.99  0.065
O  6.27  10.67  6.94  -0.043
H  6.85  9.90  6.85  0.008
H  6.15  10.91  6.04  0.007

As for the spin multiplicity: 1. The relative energy (zero: lowest compared OMol25 entry of this formula, charge and spin) is 112.79 kJ/mol. The calculation puts the max |F| at 1.93 eV Å⁻¹. Its SMILES is O.O.O.O.O.O.O.O.O.